Molecular formula: C52H97F3N11O3PS
Method: DFT, ωB97M-V/def2-TZVPD

Values from the calculation:
Structure (SMILES): CCN[C@](F)(CC)O[C@](C[C@H](C)F)([PH2]=S)[C@@H](CCCF)N(CCCOC)CCC(N)=O.CCCC#N.CCCC#N.CCCC#N.CCCC#N.CCCC#N.CCCC#N.CCCC#N.CCCC#N
HOMO (Eh): -0.3087
Total charge: 0
Kohn-Sham gap (eV): 8.6

Each line ends with the Mulliken charge.
Atoms and positions in Å:
C1 -6.352 0.655 -6.902  0.329
H1 2.267 8.659 7.297  0.360
H2 8.123 10.037 9.184  0.288
C2 0.397 -5.110 0.967  -0.543
C3 3.652 6.438 8.065  0.316
H3 7.630 4.275 1.126  0.371
H4 -1.750 -1.909 -1.689  0.080
H5 -5.277 -2.594 2.076  0.502
C4 -5.767 0.453 -5.574  -0.074
H6 -5.138 -3.049 -9.719  0.311
H7 1.867 4.729 6.578  0.243
C5 -4.172 -2.551 2.340  -0.215
H8 2.050 5.573 5.033  0.360
H9 -5.206 1.547 -3.815  0.320
H10 -2.345 -4.758 -0.959  -0.388
C6 5.669 1.314 -0.856  0.302
H11 9.300 11.342 9.134  0.318
H12 1.760 0.152 -1.763  0.260
F1 3.283 -1.731 0.664  -0.410
C7 3.112 8.864 7.961  -0.481
H13 -4.671 -6.199 -2.265  0.308
H14 -2.000 0.265 3.015  0.140
H15 4.073 10.190 6.556  0.321
H16 5.173 9.510 7.762  -0.003
H17 3.615 -4.501 2.939  0.237
C8 -3.358 -3.269 1.120  0.494
H18 0.035 3.334 5.587  0.381
H19 2.254 -2.943 2.600  -0.094
H20 6.741 2.280 2.235  0.394
C9 -1.167 -0.299 0.503  -0.490
C10 -6.194 -3.292 -9.568  -0.454
H21 1.725 -0.249 0.711  0.126
C11 2.623 -0.450 -1.293  -1.223
C12 0.783 3.805 4.942  -0.568
C13 -2.598 -3.961 -1.726  1.241
S1 0.814 -0.734 3.368  -0.439
H22 7.188 3.653 -0.466  0.337
C14 2.093 -1.118 0.085  0.514
H23 -6.444 -0.170 -4.981  0.283
H24 -2.712 -5.494 -8.112  0.354
H25 -0.939 -6.332 -2.114  0.320
C15 -1.260 -4.393 -5.991  -0.150
N1 -1.993 -0.322 -7.341  -0.397
C16 3.395 7.650 8.847  -0.429
C17 -1.196 -5.487 -5.019  0.175
N2 4.845 11.304 9.699  -0.444
H26 2.989 -1.223 -2.041  0.365
C18 -4.484 2.653 -5.499  -1.106
N3 3.857 5.486 7.452  -0.494
H27 -4.872 -5.404 -0.773  0.297
N4 1.857 -5.022 0.788  0.282
C19 1.489 -0.583 -7.512  -0.449
C20 1.592 -0.634 -5.992  -1.052
H28 4.104 -6.272 3.170  0.400
C21 -0.070 -6.361 0.030  -0.794
H29 0.639 1.403 -7.622  0.290
H30 -1.184 -6.512 0.294  0.212
H31 2.143 -5.007 -0.194  0.306
H32 -4.413 -6.461 3.034  0.220
H33 -8.735 -1.548 -7.936  0.331
H34 -0.998 -0.194 -0.631  0.255
H35 -4.800 2.969 -6.497  0.343
H36 -0.633 -4.626 -6.856  0.423
H37 0.215 -3.397 3.533  0.086
H38 3.515 -6.345 0.886  0.403
H39 -4.313 -4.967 -7.577  -0.117
H40 -3.531 2.126 -5.590  0.254
H41 1.555 -3.049 -0.829  0.699
C22 -6.824 -2.216 -8.683  -0.078
C23 -2.558 -2.448 -1.106  -1.053
H42 -4.354 -2.593 4.571  0.371
C24 -3.920 -5.694 3.737  -0.318
H43 -0.328 0.284 0.994  0.203
H44 5.545 0.526 1.079  0.145
H45 -1.846 -4.043 -2.588  -0.253
C25 -0.927 -0.005 -7.637  0.200
C26 -4.057 -4.263 -2.303  0.007
H46 -2.696 -4.068 1.629  -0.364
H47 2.372 2.447 5.500  0.375
H48 2.531 7.476 9.495  0.294
C27 -3.967 -3.290 3.740  -0.530
H49 5.486 3.028 1.259  0.260
C28 6.431 2.481 1.205  -0.353
H50 2.820 9.702 8.601  0.332
F2 -1.484 2.190 2.417  -0.331
H51 -6.664 -3.289 -10.556  0.403
H52 -2.869 -5.525 3.335  0.014
N5 -4.940 -5.324 -1.794  -0.563
C29 -3.316 -5.248 -7.233  -0.928
C30 -2.398 1.067 2.315  -0.170
P1 0.873 -2.513 2.590  0.189
C31 0.430 0.402 -8.010  -0.426
H53 3.445 0.317 -1.089  0.102
N6 3.575 3.660 2.842  -0.446
H54 -8.827 -2.360 -9.505  0.310
H55 -3.556 -1.980 -1.453  0.555
C32 0.984 -2.177 -0.339  -0.511
C33 1.348 5.022 5.665  -1.230
C34 6.228 1.145 0.488  -0.205
H56 4.601 8.512 6.414  0.436
F3 0.077 -5.585 2.306  -0.497
H57 1.810 0.355 -5.580  0.375
H58 -6.619 -1.238 -9.124  0.339
C35 8.428 11.032 11.064  -1.142
H59 0.880 -6.598 -1.961  0.353
H60 2.461 -0.285 -7.917  0.331
O1 -4.515 -3.539 -3.227  -0.500
C36 -0.019 -6.020 -1.530  -0.740
H61 0.353 -1.753 -1.201  0.061
H62 -3.768 -1.479 2.381  -0.096
H63 -2.862 -3.474 3.979  0.264
C37 -2.692 -4.103 -6.444  0.176
H64 -3.903 -6.167 4.784  0.262
H65 -6.473 2.329 -4.751  0.311
H66 7.333 12.061 7.930  0.266
N7 -2.502 -2.384 0.347  0.806
H67 0.447 -7.329 0.309  0.432
N8 -6.805 0.813 -7.948  -0.558
H68 7.503 10.674 11.522  0.341
H69 -1.567 -1.744 2.122  0.549
C38 5.911 11.618 9.400  0.237
C39 -5.535 1.772 -4.835  -0.574
H70 -2.540 1.495 0.109  0.379
C40 7.486 3.361 0.545  -1.278
C41 -2.512 0.568 0.790  -0.671
H71 -8.589 -3.305 -8.024  0.366
H72 0.263 4.132 4.037  0.283
C42 2.815 3.267 3.611  0.214
H73 -3.417 -6.148 -6.622  0.380
H74 7.472 13.031 9.388  0.346
H75 -6.359 -2.222 -7.692  0.066
H76 -3.323 -3.876 -5.578  -0.017
C43 -8.331 -2.371 -8.531  -1.244
H77 1.356 1.879 4.183  -0.477
H78 -3.464 -0.009 0.572  0.313
H79 -3.404 1.443 2.720  0.304
H80 0.493 0.467 -9.101  0.295
H81 -4.826 -0.098 -5.662  0.138
H82 8.447 2.843 0.484  0.307
H83 -4.318 3.554 -4.904  0.351
O2 -4.744 -4.508 3.797  -0.418
C44 0.047 -2.697 0.891  0.960
H84 1.280 -1.588 -7.893  0.292
H85 4.245 7.857 9.504  0.299
C45 -6.292 -4.627 -8.973  0.134
C46 -1.334 -1.811 0.993  -1.829
C47 8.328 11.050 9.543  -0.403
H86 -2.683 -3.209 -7.075  0.248
O3 -0.377 -4.027 0.523  0.566
C48 4.313 9.289 7.126  -0.950
H87 7.176 0.602 0.430  0.346
C49 3.222 -5.566 2.939  -1.085
N9 -1.148 -6.342 -4.250  -0.528
H88 0.540 5.706 5.939  0.404
C50 7.268 12.021 9.021  -0.416
H89 8.642 12.031 11.454  0.303
N10 5.230 1.446 -1.911  -0.521
H90 9.234 10.366 11.380  0.327
H91 -0.844 -3.490 -5.534  -0.028
C51 2.614 -6.056 1.544  -0.307
H92 0.666 -1.000 -5.540  0.213
H93 0.177 -4.924 -1.775  0.117
H94 2.051 -7.024 1.738  0.235
H95 2.470 -5.749 3.788  0.215
C52 1.850 2.766 4.593  0.466
H96 2.397 -1.310 -5.692  0.342
H97 -4.145 -3.855 0.541  -0.313
N11 -6.369 -5.679 -8.507  -0.496